58
Properties=species:S:1:pos:R:3:nbo_charge:R:1 method="wB97M-V/def2-TZVPD" multiplicity=1 total_charge=-1 total_energy_ev=-61727.460 orbital_gap_ev=7.945 mol_weight_g_mol=458.8 fmax_ev_per_a=6.940 homo_ev=-5.3
Cl -0.71 2.58 -0.34 2.5111
P 0.38 -2.75 -0.73 2.3826
O -0.54 6.84 -0.33 -0.5222
O 0.66 0.26 4.74 -0.5090
O -1.06 -0.02 3.60 -0.4984
O 0.84 0.56 2.45 -0.6285
O 1.20 -1.59 -0.27 -1.0447
O 0.17 3.35 0.48 -0.8499
O -0.42 1.17 -0.31 -0.8641
O 1.46 7.52 -1.13 -0.5183
O -2.05 2.68 0.30 -0.9336
O -0.74 3.07 -1.73 -0.8524
O 0.38 5.78 -2.18 -0.6231
N -0.42 -3.59 0.49 -0.8255
N 1.25 -4.00 -1.53 -0.8050
N -0.80 -2.39 -1.87 -0.8243
C 0.05 -3.27 1.89 -0.4174
C 2.68 7.36 -1.95 -0.2458
C -1.97 0.16 2.56 -0.3028
C 2.65 -4.09 -1.19 -0.4068
C -1.96 6.40 -0.64 -0.2600
C -0.49 -1.90 -3.20 -0.4086
C -2.13 -1.81 -1.42 -0.4098
C -1.59 -4.39 0.43 -0.3973
C 0.17 0.30 3.51 0.9667
C 0.69 -5.22 -2.16 -0.4100
C 0.40 6.69 -1.32 0.9800
C 2.08 0.20 4.93 -0.2599
H 3.45 7.91 -1.42 0.1820
H 3.13 6.38 -2.09 0.2105
H 1.11 -3.05 1.92 0.2257
H -2.50 7.13 -1.24 0.1646
H 2.64 -4.44 -0.16 0.1700
H -2.62 -1.38 -2.29 0.2067
H 3.16 -3.14 -1.33 0.2281
H 2.63 -0.23 4.10 0.2128
H -2.44 -3.80 0.77 0.1766
H -0.19 -3.99 2.68 0.1913
H -1.51 -5.20 1.15 0.1823
H 0.59 -6.01 -1.42 0.1687
H 1.14 -5.64 -3.06 0.1931
H 2.34 -0.24 5.89 0.1794
H 2.55 7.88 -2.90 0.1812
H -1.94 5.47 -1.21 0.2425
H 2.49 1.20 5.08 0.1805
H -0.56 -0.81 -3.18 0.2127
H 3.09 -4.94 -1.72 0.1842
H -1.99 1.23 2.37 0.2313
H -2.73 -2.59 -0.95 0.1808
H -3.00 0.18 2.94 0.1983
H -1.95 -1.07 -0.65 0.2291
H -1.60 -0.33 1.66 0.2254
H -2.58 6.19 0.23 0.2046
H -1.79 -4.96 -0.48 0.2108
H 0.57 -2.10 -3.38 0.2101
H -0.29 -4.96 -2.55 0.2142
H -0.36 -2.31 2.20 0.2022
H -1.06 -2.32 -4.03 0.1773



93
Properties=species:S:1:pos:R:3:mulliken_charge:R:1 method="wB97M-V/def2-TZVPD" multiplicity=1 total_charge=+1 total_energy_ev=-76799.832 orbital_gap_ev=8.537 mol_weight_g_mol=700.7 fmax_ev_per_a=1.665 homo_ev=-11.6
S 0.81 -1.12 -0.99 1.2445
O 2.09 -1.20 -0.05 -0.3254
O -0.25 -12.00 -2.84 -0.3351
O -0.99 -12.28 -4.95 -0.5156
O 1.10 -11.54 -4.55 -0.3457
O -6.80 3.50 -1.21 -0.5016
O -0.67 -2.01 3.58 -0.2693
O 2.97 1.16 2.62 -0.5240
O 0.55 -2.40 -1.58 -0.6190
O 2.13 -8.61 -0.87 -0.4876
O 1.04 -3.41 3.41 -0.3284
O 1.26 -1.30 2.68 -0.7254
O 0.88 -6.79 -1.30 -0.3428
O 2.25 1.37 1.39 0.2604
O -5.84 3.02 0.74 -0.3919
O 2.18 -6.83 0.51 -0.3626
O -0.27 -0.51 -0.25 -0.5958
N 0.99 4.76 -0.56 0.6897
N 2.39 2.85 -0.35 0.5289
N 1.81 4.24 1.46 -0.1430
C 1.79 3.91 0.14 -1.0785
C 3.88 6.05 -0.49 -0.7491
C -6.64 2.72 -0.33 0.7208
C -1.45 4.85 -0.18 -1.9784
C -7.28 1.35 -0.30 -0.9888
C 1.70 -5.48 0.40 0.1026
C 0.51 -5.65 -0.51 -0.1413
C -1.20 -3.31 3.90 -0.3116
C 1.06 1.47 -1.91 -0.4388
C 0.06 -4.10 4.20 -0.2632
C 2.25 2.44 -1.76 -0.4917
C -0.04 6.77 0.66 -0.9274
C 0.35 4.52 1.69 -1.0658
C 1.04 -11.79 -2.27 -0.2685
C 3.18 2.02 0.55 -0.9543
C -2.40 4.05 0.70 -0.0571
C 1.42 0.00 -2.23 -1.2883
C -0.13 -11.97 -4.19 0.6441
C 0.59 -2.16 3.19 0.6447
C -4.49 2.55 0.59 -0.5619
C 1.62 5.70 -1.52 -1.0139
C -1.19 7.23 1.56 -1.3687
C 1.76 -11.05 -3.38 -0.1303
C 1.76 -7.52 -0.58 0.6111
C -3.62 3.60 -0.12 -0.7763
C -0.07 5.26 0.40 1.5477
C 2.67 6.55 -0.86 -0.1030
H -1.73 -3.68 3.03 0.2613
H -6.60 0.62 -0.74 0.2501
H -0.08 7.33 -0.27 0.3744
H 0.00 -5.14 3.91 0.2980
H -1.89 -3.24 4.74 0.3098
H 2.06 3.48 2.08 0.4069
H -0.42 -5.87 0.01 0.2705
H 2.45 7.61 -0.73 0.3936
H -1.25 4.24 -1.07 0.4612
H 1.00 -0.32 -3.17 0.4771
H -7.49 1.06 0.72 0.3429
H 0.51 1.48 -0.96 0.2224
H -8.20 1.38 -0.87 0.3480
H 0.35 1.85 -2.64 0.5888
H 2.36 0.55 3.07 0.3507
H 0.34 -4.79 -1.16 0.1811
H 3.19 1.99 -2.08 0.7955
H 4.25 6.21 0.52 0.2640
H 1.49 -12.76 -2.05 0.2654
H 0.20 5.02 2.63 0.5608
H 0.82 6.29 -1.95 0.4921
H 3.74 1.30 -0.05 0.5639
H -4.22 4.46 -0.42 0.4209
H 2.06 5.14 -2.35 0.5248
H -3.23 3.17 -1.05 0.3447
H 1.80 -1.34 0.88 0.3486
H 3.87 2.62 1.14 0.2953
H 4.53 5.52 -1.18 0.3138
H 2.50 -0.12 -2.25 0.4340
H -0.98 8.23 1.94 0.4619
H 1.62 -9.97 -3.31 0.1428
H 2.82 -11.27 -3.42 0.3123
H -2.14 7.23 1.04 0.3230
H 2.04 3.31 -2.36 -0.2056
H -0.13 3.54 1.76 0.3256
H 1.45 -5.09 1.38 -0.0003
H 2.48 -4.86 -0.05 0.1920
H -2.74 4.68 1.53 0.1806
H 0.36 -4.04 5.25 0.2758
H -4.11 2.33 1.59 0.4025
H -4.50 1.64 0.00 0.2747
H 0.97 -11.21 -1.36 0.2316
H -1.90 3.15 1.06 0.3652
H -1.30 6.59 2.43 0.3188
H -1.95 5.75 -0.56 0.5268
H 0.90 7.04 1.16 0.4875



Q: What is the multiplicity in the first record?
A: 1